C22H56FIN7O8P2 | ωB97M-V/def2-TZVPD

```
97
Properties=species:S:1:pos:R:3:lowdin_charge:R:1
C -1.47560 -0.66125 0.91994 -0.11
O -2.42273 -0.78691 -0.15006 -0.22
C -2.46525 0.39676 -0.96099 -0.21
C -1.17869 0.51177 -1.88550 -0.16
C -1.27113 -0.29867 -3.25787 -0.19
C -1.65036 -1.84960 -3.05222 -0.17
C -1.03808 -2.63033 -4.29332 -0.10
C -0.99844 -4.23393 -4.08068 -0.42
F -1.86987 -4.45744 -2.99617 -0.01
N -1.47765 -4.82520 -5.36153 -0.18
P -2.51045 -6.26418 -5.20516 0.56
O -2.04581 -7.22727 -3.90018 -0.37
I -4.76167 -5.42253 -4.55589 0.46
C -0.45352 -4.95772 -6.35726 -0.31
N -0.86246 -4.97248 -7.62557 0.24
N 0.95543 -5.11613 -6.15514 0.07
C 1.48077 -4.37615 -4.98234 -0.13
C 0.50268 -4.62731 -3.72295 -0.38
N 0.64935 -6.07974 -3.39431 0.06
P 1.14026 -3.74057 -2.15533 0.67
O 0.31929 -4.09053 -0.93983 -0.26
O 2.69576 -4.42040 -1.89760 -0.16
O 1.40122 -2.09827 -2.40529 -0.15
H -0.39863 -0.61437 0.57413 0.09
H -1.54203 -1.57633 1.58749 0.10
H -1.69773 0.24066 1.57924 0.09
H -2.42548 1.28301 -0.24268 0.12
H -3.39275 0.47545 -1.60014 0.13
H -1.07541 1.61466 -2.15761 0.11
H -0.21654 0.20859 -1.38704 0.10
H -0.23162 -0.26708 -3.72873 0.10
H -1.95439 0.19998 -4.01813 0.11
H -1.28775 -2.21651 -2.05072 0.10
H -2.78348 -1.87863 -3.07919 0.13
H -0.04353 -2.20553 -4.60582 0.10
H -1.74629 -2.45110 -5.16855 0.13
H -2.76758 -7.31065 -3.24009 0.05
H -0.26980 -4.53965 -8.34211 0.16
H -1.78338 -5.35425 -7.87673 0.13
H 1.25179 -6.09452 -6.17170 0.16
H 1.66447 -3.27911 -5.17519 0.13
H 2.47562 -4.82699 -4.68032 0.13
H 0.36957 -6.66754 -4.18400 0.06
H 1.64066 -6.30871 -3.23676 0.09
H 3.22157 -4.04588 -2.63922 0.06
H 2.28052 -1.88714 -2.02130 0.10
C -3.36109 5.13637 -6.76308 -0.07
C -3.59780 3.94729 -5.83726 -0.43
C -2.83117 4.04243 -4.50398 -0.21
O -1.44482 3.73977 -4.60213 -0.21
C -0.64258 4.82305 -5.04435 -0.10
N -3.27438 2.71000 -6.55881 0.04
H -2.38573 5.10006 -7.25099 0.06
H -4.11180 5.15291 -7.55648 0.08
H -3.43577 6.07993 -6.21668 0.08
H -4.66603 3.93345 -5.59777 0.14
H -3.24608 3.29143 -3.82309 0.11
H -2.98195 5.01557 -4.02160 0.12
H -1.01291 5.78527 -4.68124 0.09
H -0.57792 4.82666 -6.13419 0.07
H 0.36710 4.67187 -4.65685 0.09
H -3.52275 1.91611 -5.97190 0.06
H -2.25863 2.65371 -6.62211 0.07
C 0.32324 2.14697 6.49738 -0.06
C 0.38790 2.61202 5.04661 -0.42
C -0.40797 1.71733 4.07668 -0.21
O 0.23191 0.48886 3.75265 -0.21
C 0.04862 -0.53991 4.71235 -0.10
N 1.79624 2.72420 4.64632 0.04
H 0.95307 1.27623 6.68820 0.06
H 0.66974 2.93961 7.16459 0.07
H -0.70139 1.89715 6.78450 0.08
H -0.05883 3.61095 5.00824 0.14
H -0.50601 2.25432 3.12700 0.12
H -1.42777 1.53900 4.43935 0.12
H -0.93895 -0.49645 5.17943 0.09
H 0.83126 -0.49360 5.47199 0.07
H 0.14695 -1.49863 4.19852 0.09
H 1.83949 3.12416 3.71140 0.07
H 2.15104 1.77712 4.51876 0.07
C 5.42977 2.05909 9.75906 -0.07
C 4.51546 2.28135 8.55811 -0.43
C 3.43008 3.34783 8.79905 -0.20
O 2.33860 2.90254 9.59799 -0.20
C 2.57452 2.95301 10.99522 -0.11
N 3.92975 0.99546 8.16127 0.04
H 4.94995 1.47989 10.54962 0.06
H 6.32205 1.50526 9.45754 0.08
H 5.75848 3.01131 10.18345 0.08
H 5.14464 2.63803 7.73613 0.14
H 2.99514 3.60910 7.82875 0.11
H 3.85748 4.27219 9.20661 0.12
H 3.20061 3.80392 11.27689 0.09
H 3.02487 2.01914 11.33772 0.07
H 1.60853 3.05351 11.49444 0.09
H 3.39667 1.13210 7.30476 0.05
H 3.21831 0.76079 8.85239 0.07
```

The calculation puts the energy above the lowest of the compared OMol25 structures with the same formula, charge and spin at 55.1 kcal/mol. Its net charge is +1. The calculation puts the total energy at -2937.0378 hartree.

---

C22H57BF5N8O5P2S | ωB97M-V/def2-TZVPD

```
101
Properties=species:S:1:pos:R:3:lowdin_charge:R:1
C -4.09781 -1.58083 -0.00553 -0.11
C -3.48134 -2.83601 0.63350 -0.21
C -3.44060 -2.79645 2.16567 -0.26
O -2.27419 -2.24107 2.69637 -0.18
C -1.08397 -3.02583 2.45195 -0.13
B 0.14270 -2.24867 1.67095 -0.76
N 1.39739 -2.53648 2.50647 0.07
C 0.30596 -2.81929 0.14639 -0.15
C 1.73802 -2.96337 -0.36526 -0.24
C 1.78980 -3.49521 -1.81254 -0.21
C 1.49788 -2.41681 -2.86218 -0.29
N 0.08226 -2.25018 -3.23205 -0.01
S -0.23591 -0.33430 1.72275 0.82
O -0.30317 0.08535 3.11459 -0.34
O -1.36710 0.08649 0.90722 -0.33
C 1.18954 0.68012 1.05159 -0.46
F 2.25440 0.56724 1.87539 0.09
F 1.53040 0.29618 -0.19276 0.10
C 0.85768 2.21430 0.97671 -0.59
F 0.49214 2.52947 -0.26933 0.15
F 1.94562 2.93885 1.24812 0.15
F -0.12365 2.58491 1.77138 0.17
H -4.11509 -0.73197 0.67452 0.07
H -3.47667 -1.28273 -0.85181 0.06
H -5.09241 -1.76400 -0.41279 0.06
H -2.50088 -3.03299 0.20435 0.09
H -4.10508 -3.69353 0.35977 0.10
H -3.67496 -3.78676 2.58636 0.11
H -4.25781 -2.14290 2.48723 0.12
H -1.35476 -3.94516 1.92647 0.10
H -0.72106 -3.33049 3.44019 0.10
H 2.21071 -2.01714 2.19067 0.04
H 1.23220 -2.21406 3.45585 0.04
H -0.26300 -2.17784 -0.53623 0.08
H -0.15559 -3.80808 0.04813 0.10
H 2.30885 -3.64371 0.26834 0.10
H 2.28013 -2.01373 -0.37595 0.09
H 1.05673 -4.29842 -1.92231 0.10
H 2.80282 -3.85859 -2.00767 0.10
H 1.84408 -1.43638 -2.52882 0.10
H 2.03705 -2.61377 -3.79336 0.09
H -0.40843 -3.13227 -3.19057 0.06
H -0.36653 -1.58627 -2.61833 0.05
O -1.40713 -1.68285 -8.42195 -0.27
P -1.70094 -0.23063 -8.24850 0.68
N -0.26866 0.36075 -7.55342 -0.32
C -0.11677 1.25072 -6.42643 -0.12
C 0.83264 0.46062 -8.48867 -0.14
N -3.00926 -0.31864 -7.10793 -0.33
C -2.73783 -0.55456 -5.69250 -0.12
C -4.04751 -1.22131 -7.58995 -0.15
N -2.26553 1.29081 -8.93879 -0.31
C -3.07206 2.18894 -8.13814 -0.14
C -2.82846 1.16865 -10.28955 -0.14
H -0.22212 2.31366 -6.69984 0.08
H 0.87831 1.11722 -5.99644 0.09
H -0.81352 1.02719 -5.62706 0.05
H 0.81526 1.41198 -9.04442 0.08
H 0.79529 -0.35597 -9.21301 0.07
H 1.78553 0.37774 -7.96314 0.08
H -1.98201 -1.32844 -5.51484 0.09
H -3.65420 -0.84723 -5.17794 0.08
H -2.42282 0.36598 -5.20234 0.06
H -3.78193 -2.27505 -7.45044 0.08
H -4.23058 -1.06742 -8.65754 0.07
H -4.98488 -1.01662 -7.06776 0.08
H -4.10652 1.84998 -8.02024 0.08
H -3.07828 3.16154 -8.63991 0.09
H -2.64868 2.34260 -7.14847 0.07
H -3.81267 0.67963 -10.29041 0.07
H -2.16074 0.58151 -10.92419 0.08
H -2.93322 2.15240 -10.75137 0.07
O 3.89052 0.47716 6.53553 -0.27
P 3.15305 1.72336 6.88999 0.68
N 3.79543 2.09028 8.43302 -0.32
C 3.09053 2.48317 9.62611 -0.14
C 5.14386 2.61396 8.39226 -0.15
N 1.53260 1.12138 6.96962 -0.33
C 1.08682 0.36017 8.12521 -0.13
C 1.18197 0.43091 5.72326 -0.13
N 2.64222 3.35388 6.47342 -0.31
C 1.32764 3.81908 6.86557 -0.14
C 2.92172 3.73394 5.07877 -0.13
H 2.85520 3.56073 9.65559 0.08
H 3.70863 2.25823 10.50032 0.08
H 2.17017 1.92578 9.76296 0.04
H 5.15753 3.70320 8.22501 0.08
H 5.71271 2.14085 7.58941 0.07
H 5.66667 2.39553 9.32621 0.08
H 1.81820 -0.38583 8.46452 0.09
H 0.15875 -0.15939 7.88412 0.08
H 0.84038 1.02049 8.95878 0.05
H 1.61208 -0.57428 5.66789 0.08
H 1.54124 0.98940 4.85702 0.06
H 0.10031 0.36116 5.62469 0.08
H 0.52294 3.40031 6.25365 0.09
H 1.31866 4.90839 6.75718 0.08
H 1.11284 3.59941 7.90926 0.07
H 2.25930 3.22591 4.36674 0.07
H 3.95198 3.48020 4.81904 0.08
H 2.80902 4.81180 4.94663 0.08
```

Its net charge is -1. The calculation puts the total energy at -3291.7986 hartree.

---

C22H57ClN2O8P2SSi2 | ωB97M-V/def2-TZVPD

```
95
Properties=species:S:1:pos:R:3:lowdin_charge:R:1
C 0.38702 -0.41495 -3.23985 -0.05
C -0.14266 -0.50190 -4.67806 -0.23
O -1.50384 -0.95686 -4.75068 -0.22
P -2.65617 0.13989 -4.61093 0.48
O -2.54592 1.23819 -5.58125 -0.25
C -4.14954 -0.86216 -4.76774 -0.24
C -5.16077 -0.72937 -3.60356 -0.26
Si -5.52962 -2.21069 -2.49860 0.32
C -4.02733 -2.95028 -1.63966 -0.24
C -2.67559 -2.46488 -2.17892 -0.25
C -1.46300 -3.25063 -1.64669 -0.24
C -0.94011 -2.66496 -0.35013 -0.26
S 0.63876 -3.29776 0.21325 0.34
O 1.39316 -2.22151 0.77226 -0.35
O 0.41061 -4.44609 1.03183 -0.34
Cl 1.65904 -3.97674 -1.41795 0.42
O -6.40150 -3.32534 -3.37547 -0.44
Si -5.70929 -4.35841 -4.47089 0.54
P -6.92006 -1.57357 -0.86135 0.87
C -7.86184 -0.11698 -1.52889 -0.47
C -7.31644 1.26822 -1.17834 -0.16
C -5.85477 -0.92964 0.50917 -0.47
C -4.63410 -0.03361 0.19557 -0.16
O -2.60716 0.63869 -3.09634 -0.26
C -2.23537 2.02971 -2.84341 -0.23
C -2.10314 2.19709 -1.33926 -0.06
H -0.42428 -0.67743 -2.56353 0.05
H 1.18972 -1.12557 -3.07190 0.07
H 0.71519 0.59328 -3.01012 0.08
H 0.43702 -1.23190 -5.23450 0.12
H -0.04058 0.44356 -5.20532 0.11
H -4.58011 -0.50226 -5.69890 0.10
H -3.82281 -1.88397 -4.95596 0.06
H -4.90826 0.10149 -2.94917 0.04
H -6.12519 -0.46958 -4.04288 0.07
H -4.03572 -4.04150 -1.64979 0.08
H -4.09105 -2.68104 -0.58348 0.05
H -2.64012 -2.54792 -3.26007 0.08
H -2.54009 -1.42286 -1.89584 0.08
H -0.67721 -3.17412 -2.39767 0.07
H -1.69269 -4.30946 -1.54616 0.12
H -1.56905 -2.87393 0.51336 0.11
H -0.78475 -1.59054 -0.41215 0.09
H -6.50674 -5.59059 -4.58037 -0.07
H -5.67642 -3.70119 -5.79713 -0.06
H -4.31889 -4.68541 -4.08722 -0.05
H -7.91511 -0.20538 -2.61338 0.05
H -8.88522 -0.21182 -1.17279 0.06
H -6.28834 1.38757 -1.50849 0.04
H -7.89512 2.04071 -1.68393 0.07
H -7.37713 1.44427 -0.10780 0.07
H -6.52858 -0.43730 1.20784 0.06
H -5.51702 -1.82375 1.03000 0.05
H -4.57407 0.24986 -0.85003 0.02
H -3.71313 -0.56276 0.43647 0.06
H -4.66529 0.87603 0.79113 0.07
H -1.29843 2.22903 -3.35286 0.11
H -3.01501 2.66057 -3.25416 0.12
H -3.04538 2.49783 -0.88985 0.07
H -1.81233 1.24997 -0.89074 0.07
H -1.33629 2.93250 -1.11496 0.08
C 5.48635 -0.93565 3.84557 -0.07
C 5.96672 0.08357 2.81934 -0.44
C 5.17642 0.06688 1.50557 -0.21
O 5.47759 -1.00907 0.63999 -0.19
C 4.81170 -2.22458 0.93722 -0.10
N 7.40734 -0.09323 2.60450 0.04
H 5.82617 -1.94340 3.60587 0.06
H 5.88229 -0.68513 4.82928 0.07
H 4.39707 -0.94737 3.91168 0.08
H 5.81602 1.07442 3.25849 0.10
H 5.43653 0.96867 0.94346 0.12
H 4.09600 0.10406 1.69993 0.12
H 3.80511 -2.05000 1.32081 0.07
H 5.38285 -2.82604 1.64935 0.08
H 4.73495 -2.78946 0.00789 0.08
H 7.75537 0.65886 2.01689 0.07
H 7.53793 -0.93217 2.04583 0.07
C 7.24972 3.56871 4.47536 -0.06
C 5.84074 4.11169 4.68659 -0.43
C 5.78062 5.38050 5.54634 -0.21
O 5.96052 5.16721 6.93101 -0.19
C 7.30374 5.06682 7.36321 -0.11
N 4.99296 3.03596 5.20907 0.04
H 7.61963 3.03777 5.35184 0.07
H 7.25265 2.85750 3.64994 0.06
H 7.95485 4.36695 4.23536 0.08
H 5.44498 4.38922 3.70444 0.13
H 4.77996 5.80965 5.44943 0.12
H 6.49450 6.13263 5.18374 0.12
H 7.95711 5.73022 6.78858 0.09
H 7.67872 4.04300 7.29344 0.08
H 7.33223 5.36869 8.40948 0.09
H 4.02647 3.34684 5.23636 0.07
H 5.24236 2.88437 6.18242 0.07
```

The calculation puts the total energy at -3704.0564 hartree.